1.
21
Properties=species:S:1:pos:R:3 method="wB97M-V/def2-TZVPD" e_homo_ev=-8.95 e_above_lowest_ev=2.345 e_tot_ev=-9968.8290 multiplicity=1 smiles="C=C/C(N)=C/CC.O" orbital_gap_ev=9.82 lumo_energy_ev=0.87
C -1.8962 0.3235 -2.1304
C -1.1595 1.0270 -1.2880
C -0.8160 0.4852 0.0602
N -1.3328 1.1944 1.1725
C -0.0636 -0.6103 0.2017
C 0.3347 -1.2490 1.4784
C 1.7497 -1.8803 1.4796
H -2.2605 0.7112 -3.0733
H -2.2078 -0.6856 -1.9130
H -0.8134 2.0334 -1.4885
H -1.8278 0.6424 1.8487
H -0.8346 1.9868 1.5441
H 0.1760 -1.1999 -0.6798
H 0.3555 -0.5388 2.3094
H -0.4122 -1.9193 1.9177
H 2.3148 -1.5183 2.3381
H 1.8017 -2.9673 1.5226
H 2.2702 -1.5099 0.6069
O 2.2728 0.8227 -1.1893
H 1.6329 1.1354 -0.5425
H 1.7672 0.1979 -1.7265

---

2.
22
Properties=species:S:1:pos:R:3 method="wB97M-V/def2-TZVPD" e_homo_ev=-9.53 e_above_lowest_ev=1.836 e_tot_ev=-12016.8896 multiplicity=1 smiles="C=CCCC(=O)NC.O" orbital_gap_ev=10.43 lumo_energy_ev=0.90
C -1.7269 -1.9782 -1.0478
C -1.8432 -0.8640 -0.3316
C -1.8845 0.4971 -0.8908
C -0.8133 1.4985 -0.3172
C 0.0515 0.8290 0.7676
O -0.2939 0.4151 1.8730
N 1.3287 0.4829 0.3986
C 2.0370 0.7623 -0.8679
H -1.8139 -1.9701 -2.1403
H -1.4948 -2.9706 -0.6624
H -1.9858 -0.9638 0.7422
H -2.9302 0.8137 -0.8474
H -1.5522 0.4956 -1.9270
H -0.0812 1.5758 -1.1182
H -1.1049 2.4849 0.0370
H 1.7712 -0.1321 1.0654
H 2.1081 1.8334 -1.0051
H 1.5792 0.2943 -1.7477
H 3.0342 0.3531 -0.6875
O 2.2377 -1.0836 2.7235
H 1.3385 -0.9048 2.4010
H 2.0390 -1.4686 3.5828

---

3.
23
Properties=species:S:1:pos:R:3 method="wB97M-V/def2-TZVPD" e_homo_ev="-8.75 / -8.96" e_above_lowest_ev=5.749 e_tot_ev=-22847.5434 multiplicity=1 orbital_gap_ev="7.92 / 8.11" lumo_energy_ev="-0.83 / -0.85"
C -0.3987 -0.5782 0.3037
C -0.3890 1.7764 0.8578
C 0.5735 0.6698 -1.4102
C 1.7572 0.5185 0.8139
C -1.9545 -2.3366 -0.1616
C 0.4002 0.6698 0.1697
N -1.4695 -0.9545 -0.1569
O -3.5253 1.1065 -1.1675
O -3.2406 0.6644 1.1852
S -3.4692 0.0878 -0.1115
H 0.9240 -2.1389 0.8793
H 0.1975 2.7431 0.9142
H -0.7904 1.5558 1.7589
H -1.4588 2.0229 0.3401
H 1.5183 1.2023 -1.5995
H 0.7253 -0.3128 -1.7313
H -0.3083 0.9890 -1.8391
H 1.7641 -0.1592 1.7188
H 2.2154 1.4013 1.2155
H 2.4629 -0.0302 0.0716
H -1.1793 -3.0293 0.1805
H -2.7314 -2.4266 0.6378
H -2.3361 -2.4003 -1.1947

---

4.
23
Properties=species:S:1:pos:R:3 method="wB97M-V/def2-TZVPD" e_homo_ev=-8.15 e_above_lowest_ev=3.951 e_tot_ev=-19893.6594 multiplicity=1 orbital_gap_ev=8.36 lumo_energy_ev=0.21
C 3.5691 0.9528 -0.5263
C 2.6411 0.0284 -0.5834
C 1.0335 -1.4045 0.3894
C -3.1099 0.2818 0.8770
C -0.4213 1.7369 -0.4771
C 0.2404 -1.5508 1.5439
N -1.5896 -0.9694 -1.3024
O 0.9025 -1.9245 -0.7182
O 1.9907 -0.3475 0.5536
Si -1.4259 0.1898 -0.0235
H 4.0099 1.4211 -1.4581
H 3.9181 1.3757 0.3803
H 2.3562 -0.1934 -1.5931
H -3.7923 0.8269 0.3218
H -3.3968 -0.7643 1.2374
H -3.1590 0.9138 1.8286
H -0.1922 2.2827 0.3405
H 0.4069 1.4491 -0.9987
H -1.0256 2.4486 -1.0087
H 0.5592 -1.1103 2.5341
H -0.3416 -2.3867 1.5122
H -0.8455 -1.6032 -1.4785
H -2.3281 -1.6531 -1.3510

---

5.
23
Properties=species:S:1:pos:R:3 method="wB97M-V/def2-TZVPD" e_homo_ev=-8.64 e_above_lowest_ev=2.564 e_tot_ev=-14064.0653 multiplicity=1 smiles="CC(C)NC[C@@H](O)C(=O)O" orbital_gap_ev=9.18 lumo_energy_ev=0.54
C 1.4459 1.1031 1.9485
C 0.0958 0.5243 1.5189
C -0.8953 1.6248 1.1477
N 0.2458 -0.4432 0.4405
C 0.6767 -0.0385 -0.8842
C -0.4748 -0.4845 -1.8139
O 0.0938 -1.1811 -2.8997
C -1.2585 -1.4766 -0.9474
O -2.3795 -1.3736 -0.5128
O -0.4966 -2.8292 -0.8251
H 1.3159 1.7698 2.8132
H 2.1414 0.3020 2.2369
H 1.9053 1.6951 1.1426
H -0.3252 -0.0419 2.3641
H -0.5242 2.2379 0.3126
H -1.8642 1.2006 0.8523
H -1.0566 2.2929 2.0044
H 0.5582 -1.5715 0.6438
H 0.8787 1.0306 -1.0526
H 1.5830 -0.6056 -1.1405
H -1.1252 0.3606 -2.0703
H -0.5424 -1.2611 -3.6167
H 0.0019 -2.8351 -1.6623

---

6.
23
Properties=species:S:1:pos:R:3 method="wB97M-V/def2-TZVPD" e_homo_ev=-9.37 e_above_lowest_ev=3.782 e_tot_ev=-14062.8475 multiplicity=1 orbital_gap_ev=9.99 lumo_energy_ev=0.62
C -1.8841 1.4150 0.1063
C -0.7089 0.4428 0.2778
C -0.5521 0.1114 1.7760
N -1.0188 -0.7392 -0.5238
C 0.0774 -1.6638 -0.7373
C 1.0273 -1.0661 -1.7524
O 1.4641 0.2414 -1.3563
C 0.5858 1.1167 -0.2172
O 0.6510 2.3129 -0.3846
H -1.9648 1.7358 -0.9404
H -2.8181 0.9105 0.3910
H -1.7709 2.2920 0.7551
H -1.3407 -0.5970 2.0656
H 0.3997 -0.3890 1.9951
H -0.6531 1.0133 2.3945
H -1.8320 -1.2112 -0.1436
H 0.6363 -1.9034 0.1874
H -0.3237 -2.5978 -1.1524
H 1.9247 -1.6880 -1.8676
H 0.5163 -0.9470 -2.7169
H 2.6941 0.2354 -0.3036
O 2.5513 0.8394 0.7630
H 2.3390 0.1360 1.3844